No. 1
The following is a DFT calculation (ωB97M-V with the def2-TZVPD basis set) of 10 unconnected molecules or ions with the total composition C40H80O20S10.

Structure (XYZ):
```
150
Properties=species:S:1:pos:R:3:mulliken_charge:R:1
C 7.775 17.527 -9.501 -0.6207
C 7.655 18.832 -10.353 0.0452
C 8.874 18.856 -11.261 -0.2635
S 9.058 17.162 -11.820 1.1704
O 10.455 16.868 -11.997 -0.2505
O 8.099 16.914 -12.864 -0.8390
C 8.389 16.430 -10.360 -0.3280
H 6.776 17.282 -9.152 0.2644
H 8.433 17.821 -8.685 0.2787
H 7.601 19.703 -9.691 -0.6242
H 6.709 19.001 -10.880 0.1589
H 9.727 19.046 -10.601 -0.2798
H 8.891 19.508 -12.129 0.6995
H 9.259 16.054 -9.805 -0.1399
H 7.813 15.525 -10.532 0.6265
C 11.442 10.536 -9.996 -0.6691
C 9.959 10.833 -9.767 -0.4191
C 9.660 12.187 -10.386 -0.6300
S 11.200 13.139 -10.223 1.0513
O 11.000 14.135 -9.204 -0.5757
O 11.678 13.463 -11.535 -0.5694
C 12.151 11.778 -9.505 -0.8523
H 11.621 10.491 -11.077 0.2842
H 11.839 9.640 -9.527 0.4138
H 9.754 10.735 -8.693 0.0439
H 9.365 9.993 -10.137 0.3934
H 8.829 12.790 -10.031 0.3104
H 9.451 11.919 -11.423 0.4257
H 11.913 12.029 -8.463 0.3449
H 13.222 11.908 -9.622 0.4969
C 13.073 18.678 -12.628 0.4054
C 14.479 18.810 -13.196 -0.9592
C 14.388 19.790 -14.359 -0.8620
S 13.120 20.979 -13.883 1.2644
O 12.098 21.034 -14.902 -0.6748
O 13.704 22.184 -13.375 -0.7185
C 12.433 20.052 -12.497 0.0302
H 12.974 18.062 -11.736 0.2636
H 12.511 18.104 -13.379 -0.3827
H 15.008 17.870 -13.282 0.4318
H 15.060 19.386 -12.452 0.3294
H 13.952 19.304 -15.238 0.3033
H 15.285 20.315 -14.673 0.5240
H 11.352 20.024 -12.606 -0.2431
H 12.708 20.536 -11.561 0.3292
C 7.904 24.119 -8.729 -0.7521
C 7.867 22.555 -8.756 -0.6267
C 9.251 22.056 -9.062 0.4238
S 10.257 23.054 -7.955 1.4011
O 11.517 23.335 -8.581 -0.7452
O 10.264 22.489 -6.624 -0.7139
C 9.191 24.506 -8.001 -0.8544
H 6.994 24.379 -8.195 0.4340
H 7.832 24.330 -9.795 0.2145
H 7.152 22.242 -9.518 0.2947
H 7.542 22.179 -7.781 0.3778
H 9.651 22.467 -9.992 -0.1284
H 9.350 20.980 -8.979 -0.1028
H 9.653 25.393 -8.414 0.3875
H 8.883 24.595 -6.959 0.3395
C 4.008 19.004 -8.462 -0.1927
C 2.558 19.536 -8.247 -0.6610
C 2.420 20.328 -6.974 -0.7051
S 4.009 20.327 -6.093 1.2261
O 3.890 19.447 -4.965 -0.6827
O 4.426 21.694 -5.922 -0.6685
C 4.953 19.538 -7.394 0.1515
H 4.388 19.188 -9.465 0.0809
H 3.945 17.914 -8.427 0.2329
H 1.884 18.676 -8.296 0.3402
H 2.253 20.035 -9.164 0.1571
H 1.672 20.037 -6.246 0.4375
H 2.332 21.378 -7.256 0.3349
H 5.538 18.731 -6.956 0.3504
H 5.657 20.206 -7.889 -0.3592
C 10.580 15.684 -15.337 -0.3120
C 11.015 15.405 -16.790 -0.8427
C 12.448 14.888 -16.897 -0.7124
S 12.953 14.562 -15.172 1.1637
O 13.808 15.610 -14.675 -0.5620
O 13.376 13.189 -15.042 -0.7424
C 11.338 14.764 -14.403 -0.2185
H 9.499 15.605 -15.263 0.4996
H 10.857 16.713 -15.092 0.0149
H 10.845 16.283 -17.408 0.3949
H 10.384 14.606 -17.190 0.2826
H 13.132 15.647 -17.266 0.3787
H 12.595 13.905 -17.331 0.3906
H 11.495 15.073 -13.375 -0.0710
H 10.894 13.765 -14.385 0.4092
C 1.642 19.366 -14.268 -0.6139
C 1.165 20.652 -13.593 -0.6060
C 2.281 21.692 -13.723 -0.7406
S 3.829 20.754 -13.963 1.1087
O 4.764 20.947 -12.889 -0.4711
O 4.283 20.956 -15.309 -0.6935
C 3.074 19.120 -13.846 -0.6855
H 1.604 19.496 -15.357 0.2916
H 0.978 18.512 -14.123 0.3876
H 0.892 20.503 -12.553 0.2603
H 0.290 21.034 -14.119 0.3110
H 2.437 22.216 -12.784 0.4074
H 2.208 22.286 -14.628 0.3811
H 3.043 18.879 -12.782 0.2080
H 3.701 18.453 -14.429 0.4767
C 8.168 12.219 -6.566 0.0858
C 8.730 13.182 -5.520 -0.9747
C 8.393 14.548 -6.108 -0.2935
S 6.705 14.427 -6.702 1.0795
O 6.535 15.070 -7.975 -0.5790
O 5.846 14.750 -5.610 -0.7092
C 6.743 12.625 -6.838 -0.9312
H 8.312 11.142 -6.499 0.4958
H 8.791 12.499 -7.433 -0.3626
H 9.791 13.064 -5.310 0.4031
H 8.212 13.026 -4.566 0.3319
H 9.056 14.704 -6.968 -0.0790
H 8.577 15.399 -5.456 0.6196
H 6.386 12.180 -7.772 0.4065
H 5.950 12.253 -6.184 0.4359
C 12.672 17.737 -5.709 -0.4971
C 13.642 18.868 -6.019 -0.8372
C 13.021 19.712 -7.111 -0.6020
S 12.307 18.522 -8.250 1.4484
O 13.253 18.287 -9.301 -0.7908
O 10.938 18.905 -8.464 -0.7385
C 12.338 17.150 -7.059 -0.5263
H 11.765 18.043 -5.185 0.3126
H 13.220 17.026 -5.089 0.3258
H 14.579 18.441 -6.403 0.3298
H 14.001 19.449 -5.169 0.4042
H 13.689 20.418 -7.592 0.4744
H 12.162 20.228 -6.673 0.1868
H 13.210 16.593 -7.418 0.3759
H 11.488 16.492 -7.213 0.0531
C 7.840 23.192 -15.891 -0.7581
C 8.982 24.136 -15.467 -0.8559
C 9.697 23.310 -14.411 -0.5009
S 8.369 23.059 -13.264 0.9167
O 7.934 24.315 -12.707 -0.7799
O 8.752 21.934 -12.448 -0.1264
C 7.221 22.573 -14.626 -0.4588
H 8.364 22.520 -16.571 0.2897
H 7.068 23.656 -16.506 0.3566
H 8.712 25.136 -15.131 0.3394
H 9.647 24.283 -16.322 0.3976
H 10.565 23.806 -13.983 0.5486
H 9.960 22.325 -14.793 0.1019
H 6.207 22.868 -14.393 0.3581
H 7.333 21.494 -14.700 0.2491
```

Computed properties:
total charge	0
SMILES string	O=S1(=O)CCCC1.O=S1(=O)CCCC1.O=S1(=O)CCCC1.O=S1(=O)CCCC1.O=S1(=O)CCCC1.O=S1(=O)CCCC1.O=S1(=O)CCCC1.O=S1(=O)CCCC1.O=S1(=O)CCCC1.O=S1(=O)CCCC1
E	-192075.0625	eV

=====

No. 2
The following is a DFT calculation (ωB97M-V with the def2-TZVPD basis set) of 10 unconnected molecules or ions with the total composition C40H80O25.

Structure (XYZ):
```
145
Properties=species:S:1:pos:R:3:mulliken_charge:R:1
C -6.974 -3.533 4.747 -1.2038
C -6.030 -4.030 3.680 -0.1910
O -4.830 -3.286 3.769 -0.2933
C -3.855 -3.524 2.906 0.6068
O -3.837 -4.366 2.047 -0.5791
O -2.871 -2.669 3.141 -0.0557
C -1.691 -2.862 2.374 -0.4095
H -7.930 -4.046 4.661 0.3844
H -7.161 -2.468 4.608 0.3068
H -6.526 -3.710 5.723 0.3007
H -6.484 -3.988 2.686 0.3023
H -5.810 -5.091 3.840 0.3089
H -1.159 -3.740 2.736 0.3715
H -0.995 -2.026 2.396 -0.2258
H -1.910 -2.967 1.311 0.3503
C -1.874 -1.930 -2.144 0.4443
C -2.228 -1.832 -3.619 -0.2646
O -3.404 -2.582 -3.840 -0.3069
C -3.616 -2.993 -5.087 0.7093
O -3.037 -2.583 -6.045 -0.5760
O -4.568 -3.909 -5.062 -0.3338
C -4.952 -4.493 -6.298 -0.6890
H -2.779 -1.717 -1.578 -0.4055
H -1.076 -1.263 -1.821 -0.4217
H -1.567 -2.941 -1.863 0.5012
H -1.430 -2.253 -4.240 0.3193
H -2.263 -0.780 -3.910 0.0884
H -6.032 -4.613 -6.284 0.2513
H -4.419 -5.441 -6.376 0.2622
H -4.696 -3.929 -7.196 0.3398
C -5.132 8.871 5.098 -1.2461
C -4.081 8.349 4.149 -0.1504
O -4.145 6.924 4.076 -0.3117
C -3.144 6.359 3.438 0.7073
O -2.083 6.844 3.171 -0.5788
O -3.458 5.097 3.157 -0.3304
C -2.520 4.359 2.391 -0.6251
H -6.149 8.826 4.706 0.3239
H -4.929 9.926 5.291 0.3856
H -5.088 8.359 6.058 0.3093
H -3.129 8.595 4.629 0.2511
H -4.073 8.871 3.193 0.3359
H -3.056 3.688 1.727 0.3105
H -1.803 3.845 3.032 0.2697
H -1.931 5.029 1.761 0.3698
C 6.792 -0.450 -0.049 -1.1413
C 6.277 -1.664 -0.794 0.0589
O 5.988 -1.283 -2.128 -0.2816
C 5.431 -2.152 -2.942 0.9061
O 5.268 -3.319 -2.680 -0.5783
O 5.089 -1.535 -4.053 -0.2964
C 4.555 -2.281 -5.124 -0.5285
H 6.093 0.388 -0.131 0.0756
H 7.721 -0.095 -0.495 0.3796
H 6.915 -0.646 1.014 0.3955
H 5.408 -2.067 -0.273 0.1658
H 7.032 -2.453 -0.794 0.3232
H 5.334 -2.434 -5.872 0.3397
H 3.804 -1.662 -5.618 0.1670
H 4.045 -3.213 -4.884 0.1700
C -4.973 -1.194 0.376 -1.4552
C -4.076 0.036 0.368 0.1732
O -3.841 0.415 -0.994 -0.2772
C -3.134 1.514 -1.185 0.7230
O -2.934 2.368 -0.360 -0.5241
O -2.752 1.552 -2.453 -0.2557
C -1.784 2.489 -2.860 -0.3791
H -5.798 -0.937 -0.289 0.3717
H -5.313 -1.391 1.391 0.3507
H -4.476 -2.095 0.018 0.3173
H -3.142 -0.102 0.915 -0.0896
H -4.626 0.854 0.837 0.4756
H -1.359 2.190 -3.816 0.2391
H -0.945 2.571 -2.173 -0.0391
H -2.144 3.501 -3.064 0.4053
O 4.420 2.804 0.274 -0.5571
C 3.912 3.353 1.224 0.9432
O 3.689 4.660 1.288 -0.3520
C 3.910 5.479 0.134 -0.3351
C 2.555 5.894 -0.455 -0.7779
C 3.621 2.638 2.501 -0.7928
H 4.444 4.923 -0.636 0.2639
H 4.485 6.343 0.455 0.3652
H 2.792 6.359 -1.412 0.3467
H 2.088 6.582 0.249 0.3845
H 1.902 5.035 -0.585 -0.0387
H 4.228 1.740 2.543 0.3007
H 2.572 2.345 2.502 -0.1241
H 3.860 3.292 3.337 0.5102
O 2.158 -1.812 5.198 -0.5761
C 1.034 -2.215 5.354 0.8624
O -0.073 -1.469 5.262 -0.2129
C 0.123 -0.052 5.274 -0.5553
C -0.958 0.567 4.385 -0.2585
C 0.769 -3.644 5.743 -1.1180
H 1.077 0.224 4.824 0.3005
H 0.119 0.402 6.265 0.3414
H -0.705 1.612 4.200 0.2533
H -1.920 0.568 4.897 0.4301
H -0.982 0.001 3.457 -0.3682
H 0.884 -4.224 4.828 0.2463
H -0.265 -3.746 6.073 0.3030
H 1.429 -3.917 6.559 0.3657
O 2.326 -6.010 -1.615 -0.5766
C 2.853 -5.646 -2.636 0.7978
O 2.425 -4.616 -3.370 -0.3143
C 1.287 -3.908 -2.881 -0.5532
C 1.790 -2.842 -1.918 0.3278
C 4.129 -6.260 -3.171 -1.0121
H 0.586 -4.562 -2.367 0.4742
H 0.790 -3.372 -3.687 -0.0400
H 2.599 -3.212 -1.285 0.5262
H 1.009 -2.400 -1.303 -0.2415
H 2.305 -2.049 -2.475 -0.3541
H 4.285 -5.798 -4.144 0.2226
H 4.038 -7.340 -3.268 0.4231
H 4.932 -6.057 -2.468 0.1821
O 0.958 -1.366 1.129 -0.4567
C 1.812 -0.525 1.013 0.3051
O 1.675 0.766 0.699 0.8966
C 0.324 1.182 0.454 1.1900
C 0.386 2.669 0.135 -0.6291
C 3.276 -0.893 1.180 -0.0951
H -0.311 1.032 1.332 0.0596
H -0.154 0.566 -0.310 -1.1076
H 0.811 3.192 1.000 0.5095
H -0.619 3.091 0.150 0.5446
H 0.976 2.866 -0.755 -0.9652
H 3.828 0.028 1.346 -0.1925
H 3.603 -1.400 0.273 -0.6370
H 3.395 -1.583 2.012 0.4957
O 0.556 0.548 -2.968 -0.0698
C 1.430 0.232 -3.737 0.7226
O 2.704 0.575 -3.627 -0.3790
C 3.132 1.473 -2.601 0.9605
C 2.782 2.919 -2.897 -0.9884
C 1.155 -0.535 -5.013 -0.9634
H 4.220 1.463 -2.656 0.3501
H 2.791 1.157 -1.617 -0.6748
H 3.040 3.249 -3.901 0.4475
H 3.257 3.520 -2.117 -0.0494
H 1.723 3.167 -2.756 0.1443
H 1.349 -0.086 -5.983 0.4125
H 0.077 -0.722 -5.006 0.0586
H 1.575 -1.542 -4.955 -0.0049
```

Computed properties:
total charge	0
SMILES string	CCOC(=O)OC.CCOC(=O)OC.CCOC(=O)OC.CCOC(=O)OC.CCOC(=O)OC.CCOC(C)=O.CCOC(C)=O.CCOC(C)=O.CCOC(C)=O.CCOC(C)=O
E	-93967.0645	eV

=====

No. 3
The following is a DFT calculation (ωB97M-V with the def2-TZVPD basis set) of 14 unconnected molecules or ions with the total composition C40H81Br2F3IN18O29.

Structure (XYZ):
```
174
Properties=species:S:1:pos:R:3:mulliken_charge:R:1
C -0.698 5.317 2.978 0.5463
C -0.817 4.509 2.112 -1.5302
C -0.975 3.472 1.095 -0.0966
N 0.295 3.365 0.369 0.8448
C 0.614 4.590 -0.375 -1.6713
C -0.229 4.716 -1.625 -0.5512
C -0.076 6.049 -2.343 0.3520
F -0.926 6.930 -1.756 -0.3421
Br 1.719 6.718 -2.316 -0.0442
C -0.549 5.889 -3.811 0.5701
F 0.424 5.318 -4.532 -0.1991
F -1.597 5.055 -3.844 -0.2062
Br -1.046 7.555 -4.620 -0.0872
C 1.125 2.339 0.365 -2.0030
N 2.316 2.373 -0.281 0.8294
C 2.464 2.531 -1.736 -0.5621
C 2.220 1.302 -2.586 -1.2406
C 0.782 0.805 -2.638 1.1015
N 0.413 0.556 -4.025 -0.6274
C 3.210 1.519 0.489 1.8423
C 4.312 1.010 -0.292 -2.3535
C 5.224 0.585 -0.924 -0.2264
C 3.871 2.473 1.534 -2.7462
C 4.668 3.615 0.911 -0.1778
C 4.366 4.918 1.643 -1.5120
I 6.767 3.246 1.161 0.1274
C 2.270 0.458 1.166 1.3805
C 2.648 0.150 2.630 -0.5994
C 1.572 0.219 3.675 -1.3997
O 0.841 -0.977 3.579 -0.1313
C -0.241 -1.153 4.468 -0.4414
C -0.757 -2.536 4.139 -0.8349
C 2.399 -0.843 0.380 -1.1003
C 1.455 -1.992 0.741 -0.0760
O 2.133 -3.072 1.412 -0.5357
C 2.669 -3.904 0.479 0.6313
O 1.950 -4.487 -0.279 -0.5574
C 4.165 -4.031 0.479 0.0798
C 4.720 -3.973 -0.928 -1.3066
N 0.958 1.156 1.060 1.8399
N -0.162 0.388 0.597 -0.5554
H -0.329 5.987 3.702 0.4370
H -1.752 3.803 0.418 0.4084
H -1.300 2.566 1.583 0.3628
H 0.491 5.439 0.281 1.0397
H 1.652 4.549 -0.633 0.4003
H -1.283 4.616 -1.421 0.5232
H -0.003 3.938 -2.339 0.0645
H 1.809 3.297 -2.091 0.1970
H 3.457 2.895 -1.955 0.4849
H 2.472 1.607 -3.595 0.8140
H 2.916 0.513 -2.351 0.2177
H 0.133 1.604 -2.286 -0.4159
H 0.660 -0.085 -2.027 -0.4495
H 1.114 0.006 -4.496 0.2822
H -0.481 0.101 -4.105 0.2995
H 5.978 0.154 -1.522 0.6365
H 3.050 2.872 2.123 0.3137
H 4.486 1.919 2.219 1.4294
H 4.413 3.784 -0.122 0.2835
H 3.318 4.959 1.909 0.2895
H 4.955 5.036 2.536 0.4708
H 4.548 5.766 1.000 0.4462
H 3.011 -0.862 2.724 0.3067
H 3.441 0.780 2.990 0.3250
H 0.976 1.130 3.666 0.2795
H 2.098 0.220 4.624 0.9020
H 0.075 -1.141 5.507 0.3335
H -0.985 -0.389 4.272 0.2407
H -1.360 -2.559 3.244 0.0316
H 0.137 -3.107 3.920 0.2088
H -1.239 -3.014 4.978 0.5599
H 3.395 -1.201 0.585 1.3826
H 2.350 -0.692 -0.691 -0.3348
H 0.593 -1.707 1.305 -0.3092
H 1.082 -2.415 -0.181 0.0457
H 4.362 -4.996 0.923 0.2026
H 4.554 -3.224 1.082 0.3468
H 4.681 -2.951 -1.281 0.3346
H 4.151 -4.582 -1.613 0.2652
H 5.731 -4.349 -0.915 0.3951
H -0.778 0.179 1.376 0.1601
H -0.708 0.898 -0.084 0.4131
C -5.036 3.152 4.351 -0.6911
N -3.935 2.634 3.492 0.8760
O -4.201 2.103 2.437 -0.5486
O -2.806 2.821 3.906 -0.4592
H -5.990 2.958 3.875 0.2137
H -4.967 2.643 5.307 0.2945
H -4.857 4.217 4.466 0.3075
C 5.297 -8.608 1.814 -0.7542
N 6.137 -7.621 1.079 0.8565
O 5.592 -6.924 0.247 -0.5142
O 7.311 -7.581 1.361 -0.5248
H 4.280 -8.527 1.452 0.3219
H 5.709 -9.592 1.616 0.2955
H 5.366 -8.368 2.870 0.2999
C -2.045 -5.704 1.929 -0.8278
N -2.575 -6.003 3.286 1.0377
O -1.814 -5.951 4.221 -0.5559
O -3.750 -6.293 3.361 -0.5873
H -0.992 -5.467 2.019 0.2909
H -2.206 -6.588 1.318 0.3547
H -2.608 -4.860 1.542 0.2849
C -2.588 8.519 -8.147 -0.6894
N -3.133 9.857 -7.791 0.9092
O -4.077 10.271 -8.426 -0.5716
O -2.586 10.443 -6.884 -0.5439
H -3.165 8.113 -8.968 0.3166
H -1.550 8.659 -8.431 0.2957
H -2.668 7.898 -7.261 0.2099
C 1.174 -4.799 -3.668 -0.3738
N -0.032 -3.963 -3.918 0.9697
O -1.104 -4.510 -4.025 -0.5538
O 0.132 -2.755 -3.978 -0.5420
H 0.889 -5.844 -3.621 0.2324
H 1.873 -4.619 -4.480 0.2839
H 1.582 -4.463 -2.717 0.0694
C -1.925 -2.104 -1.633 -0.2424
N -2.511 -2.048 -0.262 0.7839
O -1.771 -2.251 0.682 -0.3604
O -3.694 -1.811 -0.175 -0.5801
H -0.868 -2.327 -1.546 -0.2756
H -2.445 -2.882 -2.183 0.4099
H -2.090 -1.135 -2.094 0.2810
C 1.289 9.801 4.004 -0.7239
N 1.612 8.396 4.376 0.8773
O 0.908 7.850 5.201 -0.5313
O 2.560 7.885 3.830 -0.4888
H 0.424 10.114 4.573 0.3022
H 2.159 10.406 4.241 0.2913
H 1.090 9.815 2.937 0.2865
C -9.881 0.486 3.127 -0.7037
N -8.712 1.395 3.260 0.8528
O -8.907 2.586 3.158 -0.5223
O -7.625 0.894 3.467 -0.4949
H -10.760 1.093 2.952 0.3112
H -9.681 -0.177 2.294 0.2855
H -9.961 -0.076 4.052 0.2789
C 0.744 -10.092 -3.568 -0.7339
N 1.615 -8.900 -3.391 0.9052
O 1.090 -7.847 -3.073 -0.5711
O 2.799 -9.045 -3.571 -0.5533
H -0.278 -9.804 -3.376 0.3034
H 0.874 -10.429 -4.593 0.3167
H 1.082 -10.841 -2.869 0.2572
C -3.591 -9.731 3.546 -0.7453
N -3.269 -10.638 2.410 0.9659
O -3.405 -10.203 1.286 -0.5512
O -2.881 -11.750 2.688 -0.5358
H -3.918 -8.781 3.144 0.2731
H -4.374 -10.201 4.132 0.2761
H -2.687 -9.619 4.136 0.3140
C -5.473 11.089 -11.290 -0.4250
N -4.557 10.562 -12.338 0.8981
O -3.560 9.973 -11.973 -0.5243
O -4.869 10.754 -13.491 -0.5505
H -5.062 10.839 -10.322 0.1125
H -5.541 12.163 -11.424 0.2739
H -6.441 10.621 -11.440 0.2705
C -1.209 -11.064 0.808 -0.9118
N -0.339 -11.089 -0.400 0.9496
O -0.847 -11.378 -1.461 -0.5539
O 0.832 -10.815 -0.243 -0.5364
H -2.215 -11.327 0.508 0.4261
H -0.803 -11.783 1.512 0.3241
H -1.165 -10.059 1.215 0.3010
C 1.325 4.128 6.212 -0.7022
N 1.948 2.781 6.306 0.9416
O 1.742 2.124 7.298 -0.5597
O 2.630 2.423 5.365 -0.5008
H 0.753 4.303 7.114 0.3329
H 2.124 4.855 6.103 0.3442
H 0.688 4.119 5.334 0.0946
```

Computed properties:
total charge	+1
E	-285283.1309	eV

=====

Across the entries above, LUMO level takes the values 0.036; 0.601; -2.471 eV, respectively.
Across the entries above, strongest force on any atom takes the values 0.0527; 0.0417; 0.0365 Eh/bohr, respectively.
Across the entries above, frontier orbital gap takes the values 9.7; 10.6; 8.7 eV, respectively.